Molecular formula: C19H18F3N5O3S2Ti
Method: DFT, ωB97M-V/def2-TZVPD

ORCA input file:
```
! wB97M-V def2-TZVPD RIJCOSX def2/J DEFGRID3
* xyz 1 2
H -4.4641 -1.0453 -3.4667
H -3.0835 3.5633 -3.2621
C 2.7100 1.3226 1.0158
O -0.0017 2.1982 2.5161
H 3.4890 3.1478 -1.5441
C -2.6215 -0.2572 -0.7528
F 2.4021 -5.1671 -1.8460
F 1.2942 -6.0805 -0.2263
N -2.0971 -0.7177 0.5062
S -0.5816 1.3470 3.6425
H 4.5594 2.1864 0.5614
H 1.7967 -2.8460 -2.0586
H 0.4489 -2.1110 2.5845
C -2.8942 1.6852 -2.2081
O -0.2172 1.7359 4.9570
N 1.5363 1.3506 0.4055
H -3.5997 -2.0395 -1.3773
H -1.9587 -1.7227 0.5018
C 1.5101 -2.7242 -1.0247
C -3.3693 -1.0074 -1.6121
C 3.0704 0.6120 2.2685
C -1.9305 3.7597 -1.4766
S -2.4936 1.2090 3.1463
H 2.2779 0.6952 3.0065
C -3.6622 0.8837 -3.0856
C -2.3356 1.0920 -1.0600
H 0.9297 -0.6701 -1.2438
H -4.0830 1.3303 -3.9769
H 3.2418 -0.4490 2.0705
Ti -0.3743 0.6092 1.2747
H 3.9831 1.0301 2.6894
O -0.0110 -0.0154 3.1762
H 0.8930 2.2973 -1.4301
F 3.3115 -5.3757 0.1074
H -1.7594 4.8217 -1.5761
N -1.5440 1.7852 -0.1879
H -0.7817 3.5976 0.3572
C 1.6945 2.1197 -0.7344
C 0.7589 -2.3237 1.5701
C 1.0189 -1.5142 -0.5703
N 0.6418 -1.3145 0.6956
C 1.2513 -3.5628 1.2033
C 2.9791 2.5432 -0.8166
H -2.7436 -0.5045 1.2691
C 1.6267 -3.7615 -0.1156
C -1.3774 3.0760 -0.3827
C -2.6626 3.0649 -2.3975
N 3.5977 2.0433 0.3011
C -3.8752 -0.4329 -2.7980
C 2.1655 -5.1116 -0.5325
H 1.3343 -4.3526 1.9368
*
```

For the HOMO-LUMO gap (spin up / spin down), the calculation gives 7.45 / 7.54 eV. For the HOMO energy (spin up / spin down), the calculation gives -0.41124 / -0.41230 Ha. Its LUMO energy (spin up / spin down) is -3.74 / -3.68 eV. The value obtained for the largest force on an atom is 0.3 eV/Å.

Electronic structure analysis, Löwdin charges in units of e:
1 H 0.118
2 H 0.132
3 C -0.342
4 O -0.492
5 H 0.124
6 C -0.221
7 F 0.159
8 F 0.166
9 N 0.033
10 S 0.133
11 H 0.172
12 H 0.132
13 H 0.117
14 C -0.134
15 O -0.284
16 N -0.004
17 H 0.126
18 H 0.114
19 C 0.042
20 C 0.007
21 C 0.029
22 C -0.011
23 S 0.386
24 H 0.068
25 C -0.008
26 C -0.154
27 H 0.117
28 H 0.125
29 H 0.093
30 Ti 0.936
31 H 0.096
32 O -0.519
33 H 0.102
34 F 0.168
35 H 0.121
36 N 0.019
37 H 0.130
38 C -0.116
39 C -0.078
40 C -0.092
41 N -0.037
42 C 0.046
43 C -0.050
44 H 0.050
45 C -0.080
46 C -0.097
47 C 0.030
48 N 0.126
49 C -0.044
50 C -0.594
51 H 0.141

=====

Molecular formula: C19H18F4N5O15S4V
Method: DFT, ωB97M-V/def2-TZVPD

ORCA input file:
```
! wB97M-V def2-TZVPD RIJCOSX def2/J DEFGRID3
* xyz 0 3
N 4.2675 0.8250 -0.1746
O 3.6409 -0.7724 -3.6713
H -6.0945 -2.9947 -1.8614
C -3.3612 -0.3149 -1.2485
H -2.5897 0.4254 -1.0802
H -6.2054 0.9835 2.0000
O 1.4965 1.1243 -3.8722
C -5.0854 -0.7314 2.5836
C 4.1272 4.5143 -0.5052
C -2.7230 -0.5515 2.6252
O 2.9278 -4.3361 0.9244
C 5.3045 4.8748 0.1295
C -5.5491 -0.8992 -2.0232
O -1.2867 -2.1312 3.4819
F 2.4212 -0.1944 2.1929
C -4.1660 -2.5924 -1.0661
H 2.8486 2.9754 -1.1195
S 1.6786 -3.6691 0.9159
C -5.2200 0.5409 2.0400
F 3.5423 -1.7942 -1.5800
S 2.7752 -1.5960 -2.9358
O 0.5644 -4.2122 1.5867
O 4.0441 -1.8490 2.0319
C 5.8370 2.5687 0.4749
H 5.5954 5.9173 0.1540
O -0.4997 -0.6401 2.1344
C -3.8597 -1.2987 2.8931
N 1.7433 -2.0469 0.8311
C -4.0622 1.2779 1.8317
N -1.4125 -1.1818 2.7527
H -4.0997 2.3103 1.5077
H 6.5025 1.8111 0.8644
H -4.7074 1.0685 -2.1640
S 2.6543 -1.7805 2.2312
O 3.0673 0.5668 -0.2938
O 0.1910 1.1106 0.1392
H 0.4131 3.1340 0.4507
H -4.0064 -3.5365 -0.5597
N -1.9060 -2.0483 -0.3343
C -3.1673 -1.6400 -0.9115
C -2.8261 0.7371 2.1428
H 3.5684 5.2714 -1.0369
V 1.0126 -0.5868 -0.2570
H 0.1630 2.6232 -1.2273
H -6.5018 -0.6676 -2.4840
F -0.5059 0.3933 -2.8847
H -3.8216 -2.3041 3.2852
H -1.2035 2.6207 -0.1521
O 5.1114 -0.0177 -0.0317
O -1.8686 -2.9554 0.4489
C -4.5684 0.0529 -1.8220
C 4.6569 2.2216 -0.1308
O 0.4237 -0.9615 -4.5681
H -1.9093 1.3030 2.0283
S 0.8797 -0.1078 -3.5437
C 6.1577 3.9101 0.6385
O -0.9263 -1.3462 -0.6035
F 1.2850 -3.7828 -0.6454
C 3.7756 3.1789 -0.6003
H 7.0643 4.1962 1.1519
O 1.9965 -2.1742 3.4120
C -0.1237 2.4214 -0.1840
H -5.9467 -1.3167 2.8855
N 1.4336 -0.7885 -2.1975
C -5.3305 -2.2448 -1.7147
O 2.3635 -2.8926 -3.2851
*
```

For the HOMO-LUMO gap (spin up / spin down), the calculation gives 7.99 / 8.56 eV. For the HOMO energy (spin up / spin down), the calculation gives -0.35763 / -0.37818 Ha. Its LUMO energy (spin up / spin down) is -1.74 / -1.73 eV. Its energy relative to the best compared isomer or geometry (same formula, charge and spin) is 16.8 kcal/mol. The value obtained for the largest force on an atom is 5.4 eV/Å.

Electronic structure analysis, Löwdin charges in units of e:
1 N -0.277
2 O -0.198
3 H 0.112
4 C 0.008
5 H 0.117
6 H 0.110
7 O -0.233
8 C -0.069
9 C -0.057
10 C -0.149
11 O -0.205
12 C -0.067
13 C -0.056
14 O 0.135
15 F -0.183
16 C 0.010
17 H 0.119
18 S 0.509
19 C -0.062
20 F -0.156
21 S 0.539
22 O -0.215
23 O -0.208
24 C 0.009
25 H 0.110
26 O 0.016
27 C 0.005
28 N -0.382
29 C -0.067
30 N -0.315
31 H 0.112
32 H 0.127
33 H 0.116
34 S 0.537
35 O -0.037
36 O -0.384
37 H 0.082
38 H 0.128
39 N -0.253
40 C -0.138
41 C -0.005
42 H 0.113
43 V 1.065
44 H 0.076
45 H 0.111
46 F -0.192
47 H 0.126
48 H 0.070
49 O 0.145
50 O 0.157
51 C -0.050
52 C -0.136
53 O -0.208
54 H 0.118
55 S 0.483
56 C -0.053
57 O -0.047
58 F -0.188
59 C 0.016
60 H 0.111
61 O -0.199
62 C -0.203
63 H 0.110
64 N -0.357
65 C -0.049
66 O -0.201

=====

Molecular formula: C19H18F5N2O7RhSi2
Method: DFT, ωB97M-V/def2-TZVPD

ORCA input file:
```
! wB97M-V def2-TZVPD RIJCOSX def2/J DEFGRID3
* xyz -2 1
C 1.9759 -0.3276 4.2318
H 1.1082 3.4249 0.0659
O 5.4395 -0.9127 4.5798
C 2.7206 -0.6126 1.5148
H -3.4995 4.7825 -0.9912
F 0.7672 -4.2816 -3.9882
C -1.8991 3.3470 -1.0117
C -2.5376 1.0173 -0.9475
H -2.4351 -1.3034 1.4057
O -1.0358 0.7595 2.9325
H -2.6258 -2.7498 0.4045
F -0.8229 -3.6745 -1.9454
F -0.1470 -2.3433 -4.2787
C 1.0392 -0.2113 3.2316
C 1.3344 -0.4267 1.8332
C -1.5421 1.9964 -0.9940
O 0.3496 -0.4810 1.0300
O -0.6208 -0.1724 4.8147
H -5.2707 3.0511 -0.9083
C 3.6441 -0.6861 2.5284
H 2.0421 1.3919 -2.7485
H -3.9004 -1.5112 0.4243
H -3.8757 -1.2833 -2.5245
N 4.2826 -0.6797 4.8989
H -1.1270 4.1120 -1.0416
O 3.9290 -0.5922 6.0725
H 4.6742 -0.8284 2.2362
C -2.7922 -1.4509 -2.5807
H 0.7264 2.1921 1.2702
O 4.5402 -0.6280 0.0199
H 0.4569 1.3035 -3.5353
C 1.0157 1.7650 -2.7186
H -2.6110 -2.5165 -2.7133
O 2.5268 -0.8837 -0.8833
Si 0.2406 1.3502 -1.0293
H 2.2290 2.0817 0.3263
C 0.7340 -3.0099 -3.5034
C 1.1710 2.3545 0.2868
C 0.3499 -2.9147 -2.0323
H 1.0258 2.8496 -2.8851
F 1.9448 -2.4866 -3.7303
H 1.6847 -0.2028 5.2608
C -2.8168 -1.6740 0.4526
N -0.2932 0.1557 3.6737
C 3.3110 -0.7231 0.1007
C -3.8761 1.4159 -0.9196
H -2.4189 -0.9359 -3.4694
F 1.2892 -3.7089 -1.3816
Rh 0.3643 -0.9166 -0.9127
C 3.2893 -0.5760 3.8739
C -4.2257 2.7581 -0.9345
C -3.2318 3.7309 -0.9826
H -4.6616 0.6646 -0.8857
Si -1.9396 -0.7989 -0.9927
*
```

For the HOMO-LUMO gap (spin up / spin down), the calculation gives 6.73 / 6.73 eV. For the HOMO energy (spin up / spin down), the calculation gives -0.08562 / -0.08558 Ha. Its LUMO energy (spin up / spin down) is 4.40 / 4.40 eV. Its energy relative to the best compared isomer or geometry (same formula, charge and spin) is 3.5 kcal/mol. The value obtained for the largest force on an atom is 1.0 eV/Å.

Electronic structure analysis, Löwdin charges in units of e:
1 C 0.065
2 H 0.018
3 O 0.040
4 C -0.032
5 H 0.083
6 F 0.098
7 C -0.110
8 C -0.289
9 H 0.005
10 O 0.083
11 H 0.014
12 F -0.047
13 F 0.107
14 C -0.063
15 C -0.275
16 C -0.285
17 O -0.198
18 O 0.022
19 H 0.084
20 C 0.060
21 H 0.018
22 H 0.009
23 H 0.008
24 N -0.375
25 H 0.090
26 O 0.018
27 H 0.123
28 C -0.223
29 H 0.019
30 O -0.013
31 H 0.015
32 C -0.203
33 H 0.000
34 O -0.130
35 Si 0.523
36 H 0.031
37 C -0.603
38 C -0.178
39 C -0.379
40 H 0.012
41 F 0.131
42 H 0.122
43 C -0.209
44 N -0.348
45 C -0.620
46 C -0.109
47 H 0.014
48 F -0.014
49 Rh 0.711
50 C -0.161
51 C -0.121
52 C -0.124
53 H 0.090
54 Si 0.495

=====

Molecular formula: C19H18MnNOS
Method: DFT, ωB97M-V/def2-TZVPD

ORCA input file:
```
! wB97M-V def2-TZVPD RIJCOSX def2/J DEFGRID3
* xyz 0 5
H 1.6381 3.1685 1.0952
C 1.1370 -1.9782 0.9728
C 0.6504 1.6256 3.7266
C -2.1221 -3.1933 -6.3207
H -0.4498 1.5389 -2.4102
N 0.1757 0.8564 2.8806
H 1.9964 1.9338 -1.3021
C -1.8076 -4.4742 -5.8466
C 0.8582 2.7846 0.4334
H -0.8268 -5.5921 -4.2516
H -1.0102 3.6504 1.4110
C -0.6953 -2.2169 -4.6227
C -0.2851 -1.0729 -3.7981
C -0.2479 1.9432 -1.4303
C -1.2489 2.3766 -0.4842
C 0.0746 -0.7927 2.7145
C -1.0318 -4.6159 -4.6879
H 1.8883 -2.5428 0.4162
H -1.9709 -1.0238 1.6836
C 1.3421 -1.3345 2.1827
H 0.0329 -3.6097 -3.1142
O -0.3619 -1.4201 -2.4645
C -0.4754 -3.5014 -4.0770
S 1.0521 2.8676 4.5678
H 1.4545 -0.3060 -2.4611
H -2.7445 -3.0956 -7.2030
C -0.5574 3.0554 0.6098
H -1.9517 -1.0699 -5.9843
Mn -0.3304 1.0405 0.9888
H -0.5655 -0.0767 -4.1714
C 1.0169 -1.1445 -2.9952
H -2.3249 2.3274 -0.6267
C -1.6219 -2.0645 -5.6891
H 1.6798 -1.9458 -3.2851
C -0.8969 -1.0488 1.5425
C -0.2290 -1.8580 0.5932
C 1.0345 2.1694 -0.8597
H 2.2633 -1.2729 2.7517
H -0.2643 -1.0803 3.7157
H -2.1735 -5.3739 -6.3521
H -0.6762 -2.3732 -0.2431
*
```

For the HOMO-LUMO gap (spin up / spin down), the calculation gives 5.73 / 6.47 eV. For the HOMO energy (spin up / spin down), the calculation gives -0.22360 / -0.25380 Ha. Its LUMO energy (spin up / spin down) is -0.35 / -0.43 eV. The value obtained for the largest force on an atom is 3.5 eV/Å.

Electronic structure analysis, Löwdin charges in units of e:
1 H 0.102
2 C -0.095
3 C -0.791
4 C -0.094
5 H 0.083
6 N -0.044
7 H 0.091
8 C -0.086
9 C -0.199
10 H 0.103
11 H 0.107
12 C -0.163
13 C -0.305
14 C -0.118
15 C -0.195
16 C -0.236
17 C -0.081
18 H 0.105
19 H 0.093
20 C -0.087
21 H 0.116
22 O -0.088
23 C -0.031
24 S 0.740
25 H 0.087
26 H 0.100
27 C -0.227
28 H 0.110
29 Mn 0.668
30 H 0.140
31 C -0.002
32 H 0.093
33 C -0.030
34 H 0.102
35 C -0.179
36 C -0.098
37 C -0.134
38 H 0.100
39 H 0.145
40 H 0.103
41 H 0.094

=====

Molecular formula: C19H18N2O2S
Method: DFT, ωB97M-V/def2-TZVPD

ORCA input file:
```
! wB97M-V def2-TZVPD RIJCOSX def2/J DEFGRID3
* xyz 0 1
C -1.7180 -3.9840 -5.9407
C -0.2050 -3.0797 -4.5783
O -1.7964 2.9152 0.6982
N 0.1869 1.4891 0.3813
C -0.8119 -4.9369 -6.3044
C 0.0935 -1.2582 -2.7203
C 2.0290 2.3182 5.8179
C 0.2640 -0.3788 -1.6258
O 0.4239 4.0592 1.0286
H 1.3580 -5.5335 -6.0912
C -0.5400 0.2310 0.5830
C 0.8006 2.2037 4.9566
H -2.7939 -4.1066 -6.2938
C 0.7679 1.9659 -0.8563
C -1.5721 1.6438 4.7559
H 2.6266 1.3699 5.9324
H -1.1548 -5.7533 -6.9637
H 2.7172 2.9890 5.4074
H 0.7235 1.3327 -2.9421
C 0.5358 -4.8643 -5.8210
C -0.3940 1.8003 5.5799
H 1.8689 2.2416 -0.6955
N -1.4303 -2.9721 -5.1002
H -0.6055 -1.7767 -0.2999
C 0.0759 -2.0357 -3.6335
H -2.4774 1.6310 2.7843
C 0.6154 0.9680 -1.9083
C -1.5919 1.8995 3.4309
H 1.7835 2.6423 6.8126
C -0.3719 2.3748 2.8799
C 0.7432 2.5164 3.6096
C 0.8368 -3.8341 -5.0404
H 0.9547 -1.1274 0.3557
H 1.6102 2.8113 3.1089
H -0.5436 1.6029 6.6005
C 0.0763 -0.9177 -0.2124
H -0.5963 -0.1044 1.6465
S -0.4544 2.8631 1.1203
H -1.6226 0.3919 0.3965
H 1.8590 -3.8389 -4.7629
H 0.2653 2.9074 -1.2109
H -2.5361 1.3345 5.1145
*
```

For the HOMO-LUMO gap, the calculation gives 9.04 eV. For the HOMO energy, the calculation gives -0.31395 Ha. Its LUMO energy is 0.50 eV. As for the SMILES: Cc1cccc(S(=O)(=O)N2CC=C(C#Cc3ccccn3)CC2)c1. Its energy relative to the best compared isomer or geometry (same formula, charge and spin) is 135.8 kcal/mol. The value obtained for the largest force on an atom is 4.2 eV/Å.

Electronic structure analysis, Löwdin charges in units of e:
1 C -0.157
2 C -0.310
3 O -0.270
4 N -0.222
5 C -0.070
6 C 0.011
7 C -0.044
8 C -0.199
9 O -0.302
10 H 0.116
11 C -0.201
12 C -0.241
13 H 0.128
14 C -0.244
15 C -0.073
16 H 0.104
17 H 0.105
18 H 0.053
19 H 0.126
20 C -0.065
21 C 0.006
22 H 0.152
23 N 0.129
24 H 0.130
25 C 0.065
26 H 0.136
27 C 0.004
28 C -0.085
29 H 0.073
30 C -0.258
31 C -0.041
32 C -0.062
33 H 0.113
34 H 0.111
35 H 0.093
36 C -0.103
37 H 0.124
38 S 0.702
39 H 0.124
40 H 0.115
41 H 0.127
42 H 0.099

=====

Molecular formula: C19H18N2O5S
Method: DFT, ωB97M-V/def2-TZVPD

ORCA input file:
```
! wB97M-V def2-TZVPD RIJCOSX def2/J DEFGRID3
* xyz 0 1
C 1.7682 2.2756 0.2402
H 2.1326 -2.2702 1.9003
O 3.0452 -0.1933 2.4538
C -2.1977 -0.2974 -0.3123
O 0.3812 0.3223 -1.6699
H 3.6249 4.8466 -0.9234
C 1.4557 -2.0243 1.0760
C 1.8374 -4.0497 -1.9968
O -0.3541 2.6460 -1.9847
C -3.4466 -0.6564 0.1651
C 2.5436 0.1460 1.4007
H 4.8697 1.3431 1.1886
H 0.9939 -1.9849 -1.8958
C 2.7886 1.4831 0.7741
H 1.4224 -0.3881 -0.2494
C 4.4039 3.1531 0.1318
C 1.4169 -2.8350 -1.3987
C -1.9248 1.0243 -0.5998
H 1.2795 4.0652 -0.7993
C -6.0504 -1.2311 1.1324
C 4.0981 1.9507 0.7403
N 1.7078 -0.6528 0.6882
H -1.4343 -1.0412 -0.4803
C -2.8817 2.0085 -0.4172
C 3.3929 3.9108 -0.4379
C 2.3160 -4.8202 -0.9849
S -0.3025 1.4871 -1.1557
O -5.6691 0.0899 0.8158
H -7.0822 -1.1631 1.4722
H 1.7873 -4.3052 -3.0351
H -4.8973 2.3980 0.2090
C -4.4223 0.3229 0.3559
H 0.2670 1.1430 0.9773
H 0.4214 -2.1165 1.4434
H 2.7319 -5.8077 -0.9664
C 2.0796 3.4832 -0.3723
H 5.4264 3.4970 0.0991
H -5.4320 -1.6449 1.9343
C 1.6789 -2.9625 -0.0655
O 2.2259 -4.1700 0.1889
H -2.6325 3.0278 -0.6620
H -6.0002 -1.8832 0.2557
H -3.6493 -1.6929 0.3808
N 0.4065 1.9061 0.3260
C -4.1261 1.6602 0.0576
*
```

For the HOMO-LUMO gap, the calculation gives 9.05 eV. For the HOMO energy, the calculation gives -0.31682 Ha. Its LUMO energy is 0.42 eV. As for the SMILES: COc1ccc(S(=O)(=O)Nc2ccccc2C(=O)NCc2ccco2)cc1. Its energy relative to the best compared isomer or geometry (same formula, charge and spin) is 44.8 kcal/mol. The value obtained for the largest force on an atom is 1.0 eV/Å.

Electronic structure analysis, Löwdin charges in units of e:
1 C -0.251
2 H 0.132
3 O 0.080
4 C -0.046
5 O -0.310
6 H 0.106
7 C -0.083
8 C -0.060
9 O -0.264
10 C 0.002
11 C -0.445
12 H 0.121
13 H 0.090
14 C -0.074
15 H 0.085
16 C -0.072
17 C -0.021
18 C -0.290
19 H 0.109
20 C -0.075
21 C -0.011
22 N 0.075
23 H 0.110
24 C -0.041
25 C -0.064
26 C -0.124
27 S 0.699
28 O -0.068
29 H 0.096
30 H 0.100
31 H 0.124
32 C -0.264
33 H 0.108
34 H 0.129
35 H 0.117
36 C -0.019
37 H 0.104
38 H 0.098
39 C -0.255
40 O 0.052
41 H 0.120
42 H 0.098
43 H 0.108
44 N -0.049
45 C 0.021

=====

Summary of molecular weight in g mol⁻¹
533.38 811.58 640.43 363.36 338.43 386.43
(order as listed above)